No. 1
This record from the OMol25 dataset describes C59H60B2Br2N10OTi as an isolated structure. The level of theory is ωB97M-V/def2-TZVPD.

E_tot = -243663.3434 eV
2S+1 = 1

```
135
Properties=species:S:1:pos:R:3:lowdin_charge:R:1
N 1.885 -1.555 0.451 0.06
C -3.320 -4.319 1.852 -0.06
H -3.884 -5.161 1.505 0.12
C 0.312 2.821 -1.746 -0.09
C 2.032 -0.657 -3.475 -0.14
C -0.197 3.034 0.489 -0.12
C -1.190 2.453 4.120 -0.17
H -0.611 5.670 3.289 0.11
N -2.714 -3.481 0.997 0.00
H -2.327 2.873 -1.116 0.11
H -2.626 -1.565 -2.895 0.05
H -4.189 4.530 0.650 0.08
H -1.901 -2.067 3.712 0.12
H -2.396 -5.405 -2.247 0.12
H 4.248 2.473 1.533 0.08
C -1.739 -0.229 -4.333 -0.33
H -1.884 -0.024 -5.404 0.14
C -0.504 -4.426 -2.895 -0.05
H 3.118 1.873 -3.694 0.06
H -4.019 2.785 0.815 0.05
H 4.738 0.010 1.244 0.11
C 0.170 2.460 4.496 0.00
C -0.288 -0.675 -4.206 -0.12
C -3.067 -3.889 3.138 -0.04
C -2.413 4.999 -1.278 -0.05
H -2.061 0.894 -2.511 0.05
H -2.442 1.212 0.125 0.08
H 3.416 3.585 2.606 0.08
H -4.975 1.003 -0.911 0.09
H 3.013 -2.837 5.362 0.10
H 2.296 -0.528 5.035 0.10
H 2.276 2.251 0.105 0.11
C 2.293 -2.593 4.594 -0.08
C 2.325 3.095 0.798 -0.35
C -2.990 1.372 2.894 -0.02
H -2.590 5.872 -0.655 0.08
C 2.904 4.291 0.029 -0.04
H 1.988 1.368 4.433 0.10
C -3.917 3.616 0.126 -0.06
H -1.768 4.139 5.304 0.12
C 3.199 -5.453 0.044 -0.16
C 0.560 1.960 -2.734 -0.10
B 0.082 0.664 -0.832 -0.29
C 0.958 1.418 4.120 -0.02
H 1.595 4.701 2.838 0.11
H 2.944 5.174 0.663 0.08
C -3.870 2.292 3.397 -0.08
H -3.702 -1.138 -4.227 0.08
C -1.622 1.428 3.233 -0.20
C -2.498 3.714 -0.441 -0.36
N -3.308 -1.744 -0.554 -0.02
C 0.089 -1.569 -5.209 -0.05
H -4.921 2.232 3.154 0.11
H -5.275 -1.679 -1.277 0.13
H -3.401 -4.326 4.057 0.09
C -3.434 3.316 4.252 -0.08
C 1.919 -1.286 4.367 -0.04
C 1.848 -5.138 0.033 -0.57
C 2.355 -1.544 -4.491 -0.04
C 4.632 -2.071 0.795 -0.02
C -2.118 3.385 4.614 -0.05
C 0.760 -3.261 2.880 -0.11
H -3.228 1.214 -3.794 0.09
N -2.079 -2.522 1.681 -0.02
H -4.015 -3.874 -0.801 0.13
C 1.031 -0.957 3.334 -0.20
H 0.330 3.893 -1.759 0.12
C -2.675 -1.385 -3.963 -0.05
C 1.378 -2.035 -5.334 -0.07
H -2.399 -2.302 -4.477 0.08
C 1.384 -3.826 0.196 -0.43
H 4.821 -1.361 -3.150 0.08
H 0.554 3.257 5.116 0.13
Br 0.545 -6.505 -0.124 0.80
C 4.102 -0.816 0.969 -0.03
C 3.275 2.739 1.939 -0.06
H 2.898 1.900 2.513 0.05
C 3.822 1.082 -3.455 -0.04
C -1.695 -4.595 -2.222 -0.08
C 0.747 4.382 2.253 -0.05
Br 5.976 -4.955 0.307 0.75
C 4.133 -4.469 0.270 -0.61
O 0.161 -3.494 0.297 -0.21
C -4.268 0.229 -0.706 -0.03
H 2.300 4.525 -0.844 0.07
H 1.629 -2.741 -6.113 0.11
H -3.325 0.552 2.275 0.10
N 0.004 2.118 -0.586 0.03
C -2.176 1.023 -3.583 -0.06
H 0.821 2.157 -3.757 0.14
C 2.738 -0.593 0.763 -0.11
Ti -0.408 -1.515 0.504 1.15
H -0.661 -1.887 -5.920 0.12
C 1.663 -3.595 3.877 -0.06
N -0.810 0.426 2.830 0.18
H 3.380 -1.848 -4.635 0.11
C 0.497 -1.944 2.481 -0.14
C -0.488 4.949 2.495 -0.08
C 0.406 0.362 3.351 -0.22
C -4.437 -1.125 -0.910 -0.05
C 0.687 -0.279 -3.276 -0.14
C 3.759 -3.126 0.463 -0.20
H 4.234 0.696 -4.385 0.08
H -2.470 5.193 1.778 0.11
C 3.154 -0.049 -2.662 -0.35
N -0.895 -2.640 -1.600 0.01
C -1.539 4.661 1.651 -0.04
C -2.974 0.342 -0.199 -0.17
C 0.919 3.453 1.238 -0.12
C -0.038 -3.188 -2.454 -0.14
H 1.872 -4.635 4.090 0.11
H 0.238 -4.091 2.419 0.11
H -4.141 4.039 4.634 0.10
H 4.903 -0.645 -1.552 0.07
N -2.403 -0.855 -0.126 -0.04
H -4.623 3.486 -0.692 0.08
N 0.414 0.668 -2.255 0.02
H 2.739 0.366 -1.738 0.11
H 4.635 1.512 -2.873 0.08
H -1.607 1.892 -3.901 0.07
C -2.284 -2.746 2.971 -0.12
H 3.776 -1.969 -1.865 0.08
H 3.911 4.061 -0.311 0.08
H -3.168 4.974 -2.061 0.08
C 2.381 -2.807 0.341 -0.14
H 2.314 0.395 0.876 0.09
H -1.442 5.107 -1.752 0.07
C -1.410 3.742 0.618 -0.12
B -3.053 -3.252 -0.494 -0.52
H 0.885 -2.702 -2.693 0.10
N -1.895 -3.521 -1.446 -0.03
H -0.032 -5.088 -3.593 0.10
C 4.224 -1.073 -2.287 -0.06
H 5.692 -2.251 0.901 0.09
H 3.515 -6.477 -0.100 0.10
```

---

No. 2
This record from the OMol25 dataset describes C59H60BGe2N9S4Sn as an isolated structure. The level of theory is ωB97M-V/def2-TZVPD.

E_tot = -238460.8399 eV
Charge = -2
2S+1 = 1

```
136
Properties=species:S:1:pos:R:3:lowdin_charge:R:1
H -6.512 3.348 -4.911 0.07
H 3.451 -3.099 7.341 0.07
C -0.337 5.122 -4.070 -0.11
C 2.840 -1.218 5.111 -0.02
C -3.826 2.944 2.175 -0.27
H 4.153 -3.498 5.775 0.07
H 2.211 1.937 4.545 0.08
C -0.244 0.825 4.477 -0.21
H 3.263 -5.839 -0.587 0.12
H 0.506 -3.465 6.036 0.11
S -0.406 -1.498 -2.093 0.10
C -0.091 -5.137 -1.681 -0.03
C -1.402 -1.785 5.139 -0.03
C 2.853 -1.252 -4.137 -0.04
H 3.706 1.053 4.184 0.07
C -4.520 5.121 -0.865 -0.05
N -1.216 0.856 -4.709 -0.03
H 0.022 4.337 2.595 0.08
H 2.733 -4.375 6.359 0.07
C 3.506 -0.632 -1.773 -0.15
Ge 0.726 -1.420 -0.248 0.01
H 0.736 3.622 -1.389 0.09
H 5.175 -4.921 -1.878 0.09
N -4.001 -2.989 -4.084 0.06
C 3.237 -0.239 -3.093 -0.20
C 0.434 -5.404 2.567 -0.03
C 0.453 5.230 -2.945 -0.10
H -5.450 1.969 -2.770 0.10
C 2.313 -2.377 5.666 -0.29
H -1.663 -2.683 5.700 0.07
H -2.178 -5.872 3.551 0.08
H 0.567 -5.474 3.643 0.11
H 3.118 1.407 -4.448 0.12
C -1.708 2.408 3.416 -0.21
C -4.365 3.591 -5.372 -0.11
H 4.472 -1.158 0.666 0.08
C -2.437 3.063 2.284 -0.19
N -0.523 3.207 -2.985 0.03
C -3.798 4.436 0.264 -0.26
H -5.559 3.515 1.066 0.11
N -1.261 1.901 -5.557 -0.03
H 1.994 -1.838 -3.807 0.05
H -0.404 -4.140 -1.996 0.01
C 0.634 -0.376 4.664 -0.16
H 0.096 4.907 0.918 0.07
H -1.114 3.307 6.645 0.10
H -1.878 5.196 -0.279 0.11
C -2.428 4.569 0.414 0.00
H 4.271 3.610 -3.907 0.07
C 3.381 -2.073 -1.403 -0.22
H -0.854 -5.845 -2.004 0.08
H -0.535 5.819 -4.868 0.10
H 5.231 -2.492 -2.384 0.12
C 3.355 1.099 -3.434 0.00
H 3.675 -1.945 -4.333 0.07
H 0.303 3.195 1.291 0.02
C 0.086 -1.567 5.143 -0.23
N -3.618 2.480 -3.612 0.00
Sn -1.921 0.680 -2.221 0.86
C -5.477 3.177 -4.668 -0.09
H -4.733 4.411 -1.668 0.06
C 0.937 -2.550 5.640 -0.02
C -0.316 1.580 5.653 -0.05
C 3.851 3.503 -2.905 -0.05
H -1.762 -1.910 4.114 0.05
H 5.205 0.438 0.892 0.08
H 0.124 -0.359 -7.447 0.08
C 2.307 -2.578 -0.651 -0.19
Ge -0.974 0.186 1.595 -0.05
H 3.496 0.181 1.259 0.02
H -4.334 0.984 2.815 0.04
H -3.913 5.920 -1.292 0.07
C -0.659 -0.151 -5.366 -0.18
C 3.212 -3.395 6.316 -0.07
H 2.859 3.957 -2.918 0.05
C -4.941 2.478 -3.573 -0.19
H -0.697 2.262 -7.553 0.11
H 2.395 1.139 2.992 0.04
C 2.021 -0.211 4.614 -0.20
N -3.448 -0.784 -3.202 -0.01
H -4.335 2.165 4.129 0.07
C 4.405 -2.917 -1.823 -0.05
H 0.838 -5.360 -2.209 0.08
N -3.271 3.162 -4.716 -0.04
C 0.098 -5.197 -0.190 -0.20
C -1.071 2.731 5.728 -0.08
H -5.469 5.544 -0.531 0.07
H 4.472 4.067 -2.207 0.07
B -1.801 3.293 -5.161 -0.55
H -2.594 -6.947 2.215 0.07
H -5.663 2.148 2.952 0.07
C 4.061 1.640 -1.222 -0.03
C 2.284 -3.953 -0.367 -0.21
C -3.333 -3.850 -4.803 -0.44
C -0.328 0.235 -6.672 -0.07
C -0.247 4.098 1.564 -0.04
H 1.049 6.073 -2.637 0.08
H -1.740 -6.238 0.130 0.11
H 2.726 -4.542 3.472 0.07
C 1.396 -4.754 1.810 -0.26
C 3.943 0.305 -0.838 -0.25
H -1.760 4.015 -6.130 0.11
H 3.505 -4.301 1.898 0.08
N -2.842 -4.675 -5.458 0.04
C 3.760 2.055 -2.508 -0.27
C 4.377 -4.271 -1.539 -0.07
C -0.733 1.552 -6.743 -0.10
C 2.623 1.051 4.057 -0.03
C -4.484 3.633 1.168 -0.02
C -0.711 -5.929 1.980 -0.28
H -0.523 -1.100 -4.871 0.06
H 2.592 -0.753 -5.069 0.07
H -1.363 -7.427 3.390 0.07
C 3.314 -4.780 -0.818 -0.05
H 2.448 -3.054 2.561 0.07
S 0.936 0.733 0.425 0.23
N -0.917 3.906 -4.061 -0.04
H -1.933 -0.933 5.567 0.08
C 4.302 -0.087 0.573 -0.05
C -4.587 2.015 3.078 -0.06
H 3.917 -1.081 5.085 0.11
S -0.317 -1.992 1.669 0.29
C -1.770 -6.583 2.829 -0.06
C -3.635 -1.854 -3.637 -0.37
H -2.343 4.052 4.615 0.12
C -1.757 3.140 4.602 -0.05
C -0.959 1.212 3.332 -0.18
C 1.214 -4.628 0.429 -0.18
C -1.735 3.903 1.420 -0.20
C 0.293 3.989 -2.302 -0.19
H 0.244 1.236 6.516 0.12
H 4.392 2.369 -0.488 0.12
C 2.592 -4.134 2.472 -0.03
S -2.832 0.279 0.575 0.05
H -4.273 4.150 -6.288 0.10
C -0.855 -5.828 0.606 -0.01
```

---

No. 3
This record from the OMol25 dataset describes a 9-piece molecular cluster, C59H62BrN9O5P2S overall. The level of theory is ωB97M-V/def2-TZVPD.

E_tot = -185284.7876 eV
2S+1 = 1

```
139
Properties=species:S:1:pos:R:3:lowdin_charge:R:1
C -6.431 -6.716 2.112 -0.08
H 0.712 9.107 -2.751 0.10
C 0.024 4.131 3.912 -0.07
H 0.857 6.706 -3.424 0.10
H -4.333 -7.164 -8.720 0.10
H -2.866 -3.339 -8.594 0.08
C -2.944 9.293 3.673 -0.16
H -3.719 0.341 -6.678 0.10
H -3.401 -7.550 -11.001 0.10
H -5.550 -8.538 1.371 0.10
H -4.296 -1.871 -7.682 0.10
C -0.546 1.550 0.312 -0.07
H 2.518 7.986 0.984 0.10
H -4.609 -4.311 3.623 0.10
C 3.552 0.042 3.514 -0.17
C 2.358 -0.846 3.871 -0.29
C -3.476 -0.585 -6.167 -0.15
C 3.751 -3.575 -6.306 -0.08
H -2.575 6.789 5.897 0.08
H -1.718 -4.589 2.671 0.06
C -0.348 5.418 5.878 -0.18
H 4.107 -4.319 -7.010 0.10
C 2.181 6.445 -0.478 -0.15
C 4.027 3.150 4.557 -0.04
C 1.609 8.727 -0.826 -0.08
P 5.196 -0.407 4.274 0.59
C -0.646 1.002 1.802 -0.26
P 2.575 -2.360 4.991 0.37
C -1.192 3.300 5.779 -0.13
O 6.446 0.648 3.928 -0.17
C 0.715 -4.835 -1.186 -0.19
N 2.836 -1.660 -4.496 0.06
N 1.732 6.078 -1.677 0.06
C -6.170 -5.514 2.752 -0.07
H -1.755 2.523 6.285 0.11
C -0.090 -3.021 3.038 -0.66
O 2.162 3.818 1.185 0.05
C -4.114 -7.225 2.283 -0.15
C 0.197 5.318 4.608 -0.08
O 5.645 -1.914 3.680 -0.21
Br 1.177 -3.086 1.521 0.80
C -2.814 -2.839 -4.800 -0.06
C 4.198 -2.265 -6.383 -0.08
H -7.440 -6.967 1.805 0.11
C 3.337 1.222 2.576 -0.09
S 1.603 -2.194 6.689 0.13
H 4.033 -0.094 6.049 -0.02
H 2.899 3.212 4.437 0.08
H -0.357 -1.681 4.826 0.08
C -2.964 -4.254 -9.166 -0.14
H -2.374 -2.975 3.177 0.08
C 0.489 -5.367 -3.396 -0.18
C 2.843 -3.921 -5.317 -0.07
H 0.903 2.132 -2.215 0.10
C 1.636 2.713 1.084 -0.24
H -4.215 8.240 7.093 0.10
C -1.616 1.154 -0.737 -0.05
C -4.254 9.683 5.499 -0.16
C -3.795 -1.813 -6.724 -0.09
C -5.384 -7.592 1.870 -0.07
C -2.567 -5.567 -11.110 -0.08
C 2.417 -2.933 -4.443 -0.14
C -2.925 7.711 5.449 -0.08
H -3.344 0.724 -2.206 0.07
H 1.706 -3.153 -3.655 0.07
C 0.971 -6.650 -3.190 -0.07
H -2.613 9.644 2.701 0.10
H 4.387 4.299 2.727 0.13
H -3.685 -3.940 -6.428 0.08
C -3.779 -6.386 -9.234 -0.15
C 1.212 -6.092 -0.879 -0.07
H -1.720 -3.173 1.476 0.08
H 1.056 -7.346 -4.015 0.10
C -0.229 -1.542 3.700 -0.20
H -2.149 -5.695 -12.102 0.11
N -3.835 -6.070 2.902 0.05
H -1.243 -1.171 3.340 0.10
H -2.047 -1.417 -3.372 0.09
H 1.726 3.555 -1.448 0.06
O 6.218 3.582 3.372 -0.08
N 0.353 -4.454 -2.421 0.05
H 0.180 -3.730 3.876 0.07
H 1.561 9.758 -0.493 0.10
C 0.525 2.370 -0.023 -0.09
H -0.236 6.325 6.464 0.10
H -3.263 -7.878 2.119 0.10
H -0.049 3.704 -1.757 0.09
C -2.412 0.736 -1.573 0.10
H 5.053 -2.154 2.929 0.08
N 5.007 -0.379 5.852 -0.18
C 1.340 -7.015 -1.904 -0.08
H 3.948 -2.572 5.347 -0.03
H 1.491 -6.341 0.137 0.10
O -1.710 0.934 2.389 0.09
H 2.195 -3.542 4.257 -0.03
C -2.412 -4.368 -10.432 -0.07
C -3.453 -2.960 -6.023 -0.09
H 5.460 1.556 1.873 0.12
N -2.861 -0.441 -4.985 0.05
H -4.969 10.343 5.980 0.10
N -1.037 4.436 6.473 0.06
H 4.036 -0.316 -5.477 0.10
C -0.684 3.098 4.505 -0.05
C 3.714 -1.352 -5.459 -0.16
C -2.467 8.103 4.201 -0.07
H 6.324 4.425 3.857 0.10
H -1.875 -3.539 -10.876 0.10
C 2.142 7.746 -0.002 -0.07
N -3.826 10.085 4.296 0.05
C 4.529 2.168 2.113 -0.09
N -3.644 -5.239 -8.556 0.06
H 4.311 2.206 5.110 0.06
C -3.836 8.514 6.116 -0.07
H 2.590 5.639 0.121 0.08
H -6.962 -4.806 2.958 0.10
C 1.946 1.501 2.068 0.02
H 0.744 6.147 4.174 0.10
C 1.136 8.370 -2.081 -0.08
C -3.262 -6.600 -10.502 -0.08
C 4.805 3.330 3.170 -0.38
H -1.755 7.500 3.651 0.09
H 4.302 4.017 5.250 0.09
H 4.906 -1.958 -7.143 0.10
C 0.752 2.964 -1.462 -0.04
H 1.723 -8.009 -1.704 0.11
C 0.953 -0.574 3.329 -0.17
C 1.218 7.038 -2.456 -0.15
H 7.207 0.071 3.683 0.09
C -1.558 -3.478 2.559 -0.14
H -2.533 -3.713 -4.226 0.10
H 2.474 -4.934 -5.226 0.08
C -2.543 -1.564 -4.326 -0.15
H 0.191 -5.034 -4.386 0.10
H -0.838 2.160 3.995 0.07
C -4.863 -5.240 3.122 -0.15
H 4.258 2.672 1.128 0.12
H 0.436 4.015 2.917 0.08
H 0.594 -4.078 -0.414 -0.05
C 0.759 0.615 2.438 0.01
```

---

| no. | F_max (eV Å⁻¹) | orbital gap (eV) |
| --- | --- | --- |
| 1 | 1.275 | 6.79 |
| 2 | 0.522 | 5.93 |
| 3 | 3.668 | 6.95 |